Version 1
# C3H7NSi

One molecule with the formula C3H7NSi (ωB97M-V with the def2-TZVPD basis set, OMol25).

Output
Structure (SMILES): C[SiH2]CC#N
Total charge: 0
LUMO level, eV: 0.78

Each line ends with the Mulliken charge.
Geometry (Å):
C1 -1.574 -1.623 1.253  0.131
C2 1.269 -0.133 0.371  -1.052
C3 -1.797 -0.345 0.446  -0.489
N1 -1.352 -2.569 1.837  -0.379
Si1 -0.294 -0.050 -0.711  0.414
H1 1.528 -0.983 0.976  0.364
H2 2.022 0.008 -0.341  0.299
H3 1.353 0.777 0.969  0.316
H4 -1.924 0.559 1.180  0.287
H5 -2.586 -0.550 -0.139  0.354
H6 0.049 -1.063 -1.657  -0.125
H7 -0.497 1.299 -1.194  -0.120


Version 2
# C3H7NSi

A 2-piece molecular cluster, C3H7NSi overall (ωB97M-V with the def2-TZVPD basis set, OMol25).

Output
Total charge: 0
LUMO level (spin up / spin down), eV: -0.25 / -0.25

Each line ends with the Mulliken charge.
Geometry (Å):
C1 -1.987 -0.672 -0.835  -0.645
C2 -1.563 -0.255 0.403  -0.194
C3 2.204 0.102 0.075  -0.288
N1 2.225 -1.069 -0.260  -0.402
Si1 -0.478 1.209 0.663  0.533
H1 -2.367 -1.649 -0.801  0.216
H2 -1.937 -0.118 -1.722  0.290
H3 -1.747 -1.027 1.111  0.327
H4 2.925 0.910 -0.181  0.206
H5 3.239 -1.385 -0.630  0.229
H6 -0.520 1.514 2.021  -0.143
H7 0.006 2.440 0.156  -0.129


Short version: version 2 is the least stable of them.


Version 1
# C3H7NSi

One molecule with the formula C3H7NSi (ωB97M-V with the def2-TZVPD basis set, OMol25).

Output
Structure (SMILES): C[SiH](C)C#N
Total charge: 0
LUMO level, eV: 0.55

Each line ends with the Mulliken charge.
Geometry (Å):
C1 2.485 -0.061 -0.168  0.192
C2 0.186 1.612 0.479  -0.948
C3 -0.025 -1.573 0.160  -1.078
N1 3.602 -0.131 0.089  -0.417
Si1 0.656 0.091 -0.552  0.474
H1 0.461 1.249 1.504  0.267
H2 0.544 2.697 0.319  0.311
H3 -0.850 1.872 0.387  0.330
H4 -0.739 -1.483 1.053  0.298
H5 -0.678 -2.194 -0.453  0.363
H6 0.748 -2.401 0.409  0.327
H7 0.756 -0.195 -2.080  -0.120


Version 2
# C3H7NSi

A 2-piece molecular cluster, C3H7NSi overall (ωB97M-V with the def2-TZVPD basis set, OMol25).

Output
Structure (SMILES): [H]/N=C/[SiH3].C#C
Total charge: 0
LUMO level, eV: 0.87

Each line ends with the Mulliken charge.
Geometry (Å):
C1 2.487 -1.183 -0.779  -0.325
C2 2.118 -0.427 0.058  -0.629
C3 -1.059 -0.390 0.483  -0.067
N1 -2.104 -1.005 0.248  -0.509
Si1 -0.897 1.473 0.037  0.294
H1 -1.202 2.254 1.391  -0.062
H2 2.994 -1.758 -1.523  0.397
H3 1.748 0.341 0.668  0.537
H4 -0.175 -1.020 0.678  0.277
H5 -2.188 -2.022 0.184  0.238
H6 -2.135 1.803 -0.917  -0.070
H7 0.413 1.934 -0.527  -0.082


Short version: version 2 is the least stable of them.


Version 1
# C2H14N2O3

A 4-piece molecular cluster, C2H14N2O3 overall (ωB97M-V with the def2-TZVPD basis set, OMol25).

Output
Structure (SMILES): CNCN.O.O.O
Total charge: 0
LUMO level, eV: 0.60

Each line ends with the Mulliken charge.
Geometry (Å):
C1 1.840 1.340 1.420  -0.895
N1 1.253 0.142 0.795  -0.258
C2 -0.055 0.305 0.244  -0.526
N2 -0.840 -0.948 0.447  -0.647
H1 2.924 1.268 1.405  0.297
H2 1.465 1.464 2.439  0.278
H3 1.520 2.153 0.774  0.332
H4 1.249 -0.704 1.351  0.278
H5 -0.720 1.089 0.647  0.374
H6 -0.049 0.483 -0.838  0.226
H7 -1.067 -0.946 1.434  0.295
H8 -1.740 -0.876 -0.009  0.244
H9 2.620 -1.647 -1.245  0.316
H10 1.503 -2.035 -0.274  0.344
O1 2.201 -2.401 -0.822  -0.682
H11 -1.055 4.109 -2.991  0.317
H12 -1.682 3.185 -3.968  0.316
O2 -1.239 3.169 -3.110  -0.627
H13 -2.049 -2.827 1.092  0.373
H14 -3.212 -2.993 0.193  0.302
O3 -2.868 -3.331 1.015  -0.656


Version 2
# C2H14N2O3

A 4-piece molecular cluster, C2H14N2O3 overall (ωB97M-V with the def2-TZVPD basis set, OMol25).

Output
Structure (SMILES): CNCN.O.O.O
Total charge: 0
LUMO level, eV: 0.58

Each line ends with the Mulliken charge.
Geometry (Å):
C1 0.342 0.365 1.765  -0.889
N1 1.026 1.026 0.646  -0.379
C2 1.780 0.097 -0.191  -0.447
N2 1.898 0.462 -1.585  -0.645
H1 -0.288 1.095 2.266  0.286
H2 1.065 -0.002 2.518  0.385
H3 -0.185 -0.514 1.415  0.296
H4 1.617 1.736 1.052  0.241
H5 2.761 -0.161 0.245  0.399
H6 1.235 -0.857 -0.143  0.244
H7 2.377 1.360 -1.653  0.246
H8 0.958 0.655 -1.917  0.298
H9 -0.799 1.269 -0.506  0.389
H10 -1.766 2.202 -1.161  0.302
O1 -1.426 1.304 -1.251  -0.694
H11 -1.200 -2.309 -1.257  0.321
H12 -0.229 -3.224 -0.531  0.272
O2 -0.877 -2.527 -0.375  -0.617
H13 -2.650 -1.396 0.483  0.305
H14 -2.704 -0.105 -0.342  0.322
O3 -2.935 -0.475 0.523  -0.635


Version 3
# C2H14N2O3

A 4-piece molecular cluster, C2H14N2O3 overall (ωB97M-V with the def2-TZVPD basis set, OMol25).

Output
Structure (SMILES): NCCN.O.O.O
Total charge: 0
LUMO level, eV: 0.78

Each line ends with the Mulliken charge.
Geometry (Å):
N1 -0.452 -0.566 2.029  -0.671
C1 0.667 -0.162 1.019  -0.418
C2 0.224 0.799 -0.021  -0.173
N2 1.306 0.735 -1.062  -0.629
H1 -0.120 -1.431 2.366  0.219
H2 -0.327 0.107 2.784  0.261
H3 1.560 0.158 1.622  0.241
H4 1.036 -1.027 0.436  0.374
H5 0.071 1.697 0.489  0.314
H6 -0.730 0.444 -0.472  -0.025
H7 1.218 1.485 -1.707  0.195
H8 1.230 -0.122 -1.664  0.290
H9 3.272 -0.249 -0.582  0.329
H10 4.431 -1.201 -0.578  0.312
O1 3.878 -0.645 0.021  -0.640
H11 -2.157 -0.764 -1.820  0.294
H12 -3.129 0.093 -2.308  0.304
O2 -2.339 -0.298 -2.572  -0.616
H13 -3.530 0.673 1.489  0.284
H14 -2.259 0.037 1.310  0.383
O3 -3.024 0.329 0.786  -0.626


Short version: version 1 is the least stable of them.